22
Properties=species:S:1:pos:R:3:forces:R:3:nbo_charge:R:1 method="wB97M-V/def2-TZVPD" relative_energy_kj_mol=79.9 charge=+1 orbital_gap_ev=10.2
H -0.38129 2.19738 1.16877 -0.0198 0.2936 -0.2071 0.211
N 0.47122 -1.30342 -0.49343 0.2528 -0.2539 0.3201 -0.724
H -0.92672 4.16362 -1.79057 0.1401 -0.0318 0.1342 0.414
H -1.01061 -0.15143 1.59436 -0.5624 0.1729 0.1278 0.222
O -0.25716 -3.98332 -0.22263 0.0043 -0.4056 0.0253 -0.972
H 1.85631 -0.92558 1.07581 0.3053 0.3350 -0.3544 0.216
H -0.31920 -0.68259 -0.76277 -0.0753 0.1600 -0.1702 0.477
H -0.46320 -4.66996 -0.87123 -0.0050 0.1833 -0.0360 0.502
H -1.41740 1.91980 -2.32155 -0.0478 0.4698 -0.0527 0.194
N -0.66565 3.46891 -1.10760 0.1041 0.0293 -0.3773 -0.798
H 0.41388 0.45107 2.43564 0.0169 -0.2186 0.3834 0.240
H 0.59248 -1.93586 1.53825 -0.4684 -0.0451 -0.1603 0.223
C 0.09604 1.40616 0.58491 -0.0424 -0.3141 0.3420 -0.273
C -0.88117 2.17090 -1.41008 -0.1862 -0.7045 0.2453 0.329
H 0.10761 3.69102 -0.49969 -0.2069 0.1783 0.0305 0.403
N -0.56732 1.16196 -0.68363 0.1038 0.0232 -0.0815 -0.604
H 1.15517 1.67624 0.44641 -0.1091 0.0699 -0.0102 0.189
H 0.29389 -2.31022 -0.64486 -0.1061 0.1142 0.0428 0.468
C 0.01239 0.16325 1.47331 0.5850 -0.0832 -0.4742 -0.418
C 0.78711 -1.03929 0.95343 0.2690 -0.0499 0.5340 -0.222
H -0.14610 -4.47758 0.60028 0.0063 0.1595 -0.0363 0.499
H 1.24971 -0.99106 -1.06314 0.0419 -0.0823 -0.2253 0.424